No. 1
290
Properties=species:S:1:pos:R:3:forces:R:3 method="wB97M-V/def2-TZVPD" e_lumo_ev=0.57 e_above_lowest_kcal_mol=0.0 multiplicity=1 homo_lumo_gap_ev=9.104
C 34.532 20.152 15.445 1.0 0.5 -1.3
O 33.322 19.504 15.264 -0.6 -0.3 -0.1
C 32.768 19.860 13.996 -0.2 -1.2 1.3
C 32.234 21.228 13.973 -0.3 0.7 -2.1
N 31.167 21.466 14.892 0.0 0.4 0.8
C 30.513 22.725 14.612 -1.1 0.4 1.2
C 29.393 22.626 13.578 0.4 1.9 -1.5
O 28.203 22.019 13.930 -1.1 -1.2 1.1
C 27.694 22.467 15.155 -0.9 -0.2 0.6
H 35.089 20.050 14.489 0.3 0.1 0.6
H 35.097 19.763 16.255 0.3 -0.8 0.6
H 34.477 21.211 15.659 -0.5 0.6 0.0
H 31.964 19.161 13.836 -0.4 -0.5 -0.1
H 33.503 19.692 13.225 0.4 0.1 -0.4
H 31.863 21.347 12.874 0.8 0.3 1.3
H 33.070 21.932 14.189 -0.7 -0.1 -0.4
H 30.493 20.715 15.066 0.5 0.3 -0.5
H 31.219 23.514 14.335 0.2 -0.4 -0.4
H 30.110 23.153 15.564 0.1 -0.5 -0.6
H 29.707 22.053 12.699 0.3 0.2 0.0
H 29.108 23.657 13.216 0.6 -0.5 0.2
H 27.513 23.526 15.190 0.5 1.0 -0.2
H 28.307 22.172 15.994 0.4 0.0 0.3
H 26.706 22.080 15.414 0.1 -0.6 -0.7
C 27.235 24.052 18.248 1.2 0.3 0.1
O 28.310 24.905 18.586 0.2 -0.4 1.7
C 29.003 25.381 17.503 0.5 2.3 -0.8
C 30.192 26.266 18.008 -0.1 -0.7 -0.4
N 29.634 27.467 18.536 -1.3 0.3 -0.7
C 30.450 28.141 19.465 1.1 -0.3 1.2
C 29.815 29.434 19.839 -0.4 0.6 1.8
O 30.433 29.773 21.103 -0.2 0.0 -1.2
C 30.112 31.073 21.500 0.8 -0.2 0.0
H 27.629 23.048 18.043 -0.4 0.0 -0.1
H 26.783 24.505 17.379 -0.9 -0.2 -0.4
H 26.626 24.050 19.133 -0.7 -0.2 0.1
H 28.242 26.020 16.935 1.2 -0.4 0.1
H 29.382 24.619 16.856 0.1 -0.8 -0.5
H 30.985 26.502 17.241 -1.1 -0.3 0.3
H 30.751 25.766 18.816 -0.2 -0.6 -0.2
H 28.720 27.277 18.974 0.7 0.0 -0.3
H 31.507 28.283 19.136 -0.8 0.1 -0.4
H 30.615 27.566 20.414 -0.3 0.1 -0.3
H 28.706 29.411 19.998 0.5 -0.6 0.0
H 29.896 30.204 19.083 0.7 0.4 -0.2
H 29.048 31.181 21.570 -0.8 0.4 0.2
H 30.548 31.818 20.850 -0.1 0.3 -0.6
H 30.605 31.234 22.437 -0.1 0.0 0.8
C 28.129 20.830 25.726 0.5 -0.4 -0.1
O 27.510 21.406 24.596 -1.0 -0.5 0.5
C 26.052 21.447 24.758 1.1 -0.4 0.2
C 25.561 21.970 23.435 -0.2 0.5 0.2
N 25.891 21.125 22.298 -1.3 -0.1 0.9
C 25.766 21.764 21.014 0.4 0.6 0.0
C 24.466 22.335 20.524 -0.8 0.2 0.2
O 23.529 21.272 20.477 0.3 0.4 0.7
C 22.491 21.439 19.563 -0.6 1.4 -0.5
H 27.565 21.046 26.632 0.1 0.1 0.2
H 29.157 21.216 25.820 -0.4 0.0 -0.1
H 28.200 19.733 25.624 -0.1 0.2 0.0
H 25.863 22.151 25.568 -0.2 0.4 -0.1
H 25.605 20.499 25.144 0.6 0.1 -0.8
H 26.105 22.924 23.371 -0.3 0.4 -0.3
H 24.477 22.183 23.518 0.5 -0.2 -0.3
H 26.852 20.846 22.368 0.4 -0.4 0.2
H 25.926 20.965 20.291 0.7 0.3 -0.2
H 26.498 22.604 20.945 0.0 -0.5 -0.4
H 24.747 22.724 19.532 -0.4 -0.4 -0.3
H 24.032 23.235 21.006 0.3 -0.5 0.4
H 22.041 20.484 19.417 -0.3 -0.7 -0.3
H 22.969 21.786 18.636 -0.6 -0.1 -0.1
H 21.626 22.141 19.844 1.4 -0.5 0.0
C 19.450 25.023 16.401 0.1 0.4 -0.7
O 18.599 24.276 15.548 0.8 -0.9 0.6
C 18.495 22.958 16.084 0.3 0.9 1.2
C 17.758 22.152 15.093 -0.1 0.2 -1.9
N 17.529 20.809 15.564 -1.5 -0.4 1.4
C 16.426 20.773 16.585 0.2 0.0 -0.3
C 15.075 21.104 16.011 -2.1 1.3 -0.3
O 14.556 20.090 15.182 0.3 -0.7 -0.5
C 13.242 20.347 14.731 0.4 0.9 1.5
H 18.988 25.101 17.369 -0.2 0.4 0.6
H 19.579 25.984 15.907 0.0 0.1 0.4
H 20.446 24.589 16.571 -0.2 -0.2 -0.3
H 17.982 22.996 17.070 -0.1 0.1 -0.4
H 19.481 22.550 16.357 0.0 0.0 -0.5
H 18.384 22.121 14.161 -0.6 -0.1 0.7
H 16.840 22.742 14.830 0.5 -0.6 0.1
H 17.091 20.223 14.869 0.5 0.0 -0.8
H 16.592 21.452 17.424 0.3 0.1 -0.2
H 16.369 19.772 17.023 0.1 0.0 -0.2
H 15.021 22.041 15.390 0.5 -0.4 0.7
H 14.315 21.270 16.813 0.6 0.0 0.0
H 12.543 20.383 15.571 0.0 0.3 0.3
H 12.904 19.556 14.158 -0.3 -1.8 -1.3
H 13.124 21.237 14.127 0.3 0.6 0.0
C 22.278 21.184 16.168 1.3 -0.2 0.5
O 23.206 20.199 16.711 -2.5 0.6 -0.2
C 24.477 20.388 16.280 2.6 1.4 0.0
C 25.506 19.566 17.074 -0.9 -2.0 -2.0
N 26.759 19.508 16.299 0.9 0.5 1.5
C 27.203 18.170 15.831 -1.3 0.5 0.5
C 28.711 18.210 15.668 -0.9 0.9 -0.8
O 29.265 18.323 16.962 1.7 -0.5 -0.7
C 30.715 18.320 16.799 -1.7 -0.3 -0.6
H 22.275 21.188 15.101 0.2 -0.3 -1.0
H 22.506 22.221 16.448 0.4 -0.2 0.3
H 21.298 20.963 16.495 -1.0 -0.6 0.6
H 24.776 21.459 16.439 -0.2 -0.3 -0.2
H 24.668 20.220 15.201 -0.4 -0.2 0.3
H 25.113 18.515 17.152 0.0 0.7 0.1
H 25.644 19.924 18.067 0.2 0.5 0.8
H 27.472 19.868 16.967 -0.4 -0.4 -1.0
H 26.651 17.925 14.919 0.4 0.2 -0.4
H 26.811 17.393 16.521 0.8 0.3 -0.1
H 28.946 19.173 15.113 -0.2 -0.9 0.2
H 29.106 17.370 15.068 0.0 0.1 0.5
H 31.057 19.131 16.194 0.1 0.9 -0.3
H 31.095 17.446 16.289 -0.3 -0.6 0.1
H 31.089 18.408 17.763 0.9 0.0 1.6
C 25.717 28.540 17.900 0.2 0.0 -0.3
O 24.399 28.336 17.459 -0.1 1.9 0.3
C 24.103 27.030 17.211 2.4 -2.1 -0.5
C 22.708 26.760 16.799 -0.2 -0.1 -0.4
N 21.735 26.949 17.808 -2.0 1.8 0.0
C 21.299 28.378 18.054 0.0 -1.6 0.2
C 19.832 28.396 18.488 0.2 -0.3 0.0
O 19.830 27.610 19.649 -1.2 -0.4 1.2
C 18.518 27.214 20.088 1.0 0.9 0.8
H 26.519 28.421 17.122 -0.8 -0.1 0.5
H 25.914 27.966 18.791 0.3 -1.0 0.2
H 25.753 29.518 18.311 0.1 1.3 -0.2
H 24.456 26.406 18.092 -0.8 0.3 -0.6
H 24.763 26.705 16.379 -0.1 -0.3 0.1
H 22.655 25.749 16.412 0.2 -0.6 0.2
H 22.423 27.309 15.904 0.1 0.6 0.0
H 21.975 26.522 18.670 0.2 -0.4 0.7
H 21.482 28.910 17.140 0.0 0.5 -0.3
H 21.892 28.805 18.867 0.0 0.3 -0.1
H 19.151 27.893 17.814 0.1 -0.1 -0.9
H 19.404 29.400 18.654 0.4 0.0 0.1
H 17.917 28.067 20.468 0.4 -0.2 -0.1
H 18.667 26.498 20.897 0.0 0.1 0.0
H 17.944 26.743 19.322 -0.3 -0.4 -0.9
C 32.731 15.182 15.809 -0.9 -0.6 0.4
C 31.337 14.601 15.489 0.5 -0.2 -1.4
C 31.038 14.725 13.946 -1.2 1.5 1.7
O 30.526 16.090 13.738 1.1 -1.1 1.3
C 30.418 16.479 12.424 0.9 1.0 -1.2
N 31.277 13.180 15.795 -0.5 -0.7 0.2
H 33.510 14.726 15.203 0.0 -0.3 0.0
H 32.990 15.052 16.877 -0.1 0.2 -0.5
H 32.694 16.214 15.525 0.2 0.8 0.2
H 30.519 15.107 16.007 0.2 0.5 0.1
H 30.195 14.079 13.722 0.0 -0.5 -0.3
H 31.913 14.464 13.358 0.1 0.3 -0.3
H 31.389 16.337 11.877 -0.8 0.0 0.2
H 30.161 17.555 12.362 0.3 -0.3 0.3
H 29.603 15.999 11.912 -0.3 -0.7 -0.5
H 31.301 13.041 16.811 0.0 0.2 -0.4
H 30.338 12.862 15.512 0.6 0.0 0.2
C 27.540 15.434 17.585 1.0 -0.2 -0.1
C 27.961 14.350 18.541 0.2 -1.0 -0.7
C 27.555 12.972 18.049 0.6 -0.1 -1.0
O 26.136 12.907 17.936 0.4 -0.6 0.3
C 25.810 11.589 17.524 -1.0 -0.3 -0.9
N 29.421 14.356 18.667 0.0 -0.2 0.1
H 27.776 15.232 16.526 -0.3 -0.4 0.3
H 28.198 16.265 17.811 -0.4 0.7 0.2
H 26.502 15.647 17.751 -0.4 0.4 -0.2
H 27.465 14.523 19.485 -0.2 0.1 0.5
H 27.979 12.179 18.727 -0.6 0.5 -0.5
H 27.999 12.825 16.993 -0.4 0.0 1.4
H 26.160 10.862 18.234 0.4 -0.4 0.4
H 26.246 11.388 16.542 0.3 -0.1 0.0
H 24.730 11.390 17.376 0.4 0.8 0.4
H 29.712 13.728 19.404 0.0 -0.5 0.1
H 29.681 15.242 19.054 0.2 0.7 -0.1
C 25.135 25.880 13.465 -1.1 0.4 0.8
C 25.059 24.439 13.070 0.9 -2.3 -0.5
C 23.645 23.894 12.744 0.0 -0.3 -0.6
O 22.724 24.041 13.828 -0.6 0.0 -0.7
C 21.398 23.660 13.404 1.0 0.2 0.5
N 26.030 24.196 11.956 -0.9 2.4 0.1
H 25.122 26.567 12.622 0.1 0.0 -0.2
H 26.004 26.050 14.082 0.5 0.2 -0.1
H 24.278 26.141 14.108 0.1 -0.1 -0.3
H 25.468 23.805 13.881 -0.3 0.4 -0.1
H 23.613 22.795 12.511 0.7 0.8 -0.1
H 23.366 24.417 11.785 -0.5 -0.2 0.9
H 20.691 23.816 14.189 -0.2 0.4 0.7
H 21.259 22.635 13.100 0.7 -0.8 -0.1
H 21.126 24.234 12.556 -0.4 0.9 -0.9
H 25.813 24.774 11.123 0.1 -0.7 0.8
H 26.207 23.264 11.693 -0.1 -1.3 -0.1
C 19.672 17.669 15.798 1.4 -0.1 1.0
C 19.845 17.985 17.346 -0.4 -0.3 -1.6
C 21.244 17.713 17.853 -0.7 -0.5 1.7
O 21.503 16.347 17.634 0.9 -0.5 0.4
C 22.595 15.945 18.461 -0.4 -1.6 -0.1
N 19.472 19.349 17.715 -0.5 0.2 0.6
H 18.659 17.887 15.496 -0.2 0.5 -0.2
H 19.773 16.567 15.658 0.3 0.8 0.1
H 20.457 18.216 15.181 -1.1 -0.6 0.6
H 19.181 17.266 17.839 0.1 -0.1 0.1
H 21.225 17.823 18.984 0.0 0.4 -0.9
H 22.028 18.371 17.483 0.0 0.1 -0.4
H 22.875 14.883 18.147 -0.3 1.4 0.5
H 22.329 15.947 19.576 0.2 0.1 -1.4
H 23.438 16.607 18.273 0.2 0.0 0.2
H 18.718 19.732 17.125 0.5 -0.4 0.4
H 19.160 19.285 18.703 0.1 0.5 -1.0
C 30.668 18.128 23.736 -0.5 1.8 -0.9
C 29.848 18.309 22.371 0.2 -2.2 2.0
C 29.595 16.898 21.691 -1.6 1.6 -1.1
O 30.626 15.968 21.807 -0.1 0.4 -0.8
C 31.690 16.238 20.916 0.7 -0.2 -0.3
N 28.583 19.051 22.565 0.1 -1.3 -0.2
H 30.134 17.562 24.471 -0.6 -0.4 0.4
H 30.796 19.191 24.141 0.1 -1.5 -0.4
H 31.631 17.627 23.615 0.0 0.3 -0.2
H 30.529 18.868 21.775 0.2 0.8 -0.9
H 29.292 17.087 20.587 0.7 -0.2 1.3
H 28.689 16.443 22.098 0.1 0.0 0.4
H 32.332 15.373 21.082 0.5 0.3 -0.1
H 32.208 17.199 21.166 -0.3 -0.7 -0.2
H 31.470 16.221 19.799 -0.4 0.2 1.3
H 28.830 19.862 23.080 0.1 1.1 0.5
H 27.918 18.556 23.195 0.7 0.1 -0.7
C 27.959 21.076 9.627 0.8 0.4 2.5
C 27.995 19.693 10.354 0.8 0.2 -0.6
C 27.127 19.608 11.627 2.2 0.4 -1.3
O 25.887 20.123 11.384 -2.3 -0.4 -0.6
C 24.890 19.515 12.203 1.4 0.0 1.0
N 27.520 18.617 9.464 0.9 -0.2 -0.2
H 28.648 21.119 8.784 -0.1 -0.1 0.0
H 28.223 21.923 10.369 -0.3 -1.2 -1.1
H 26.939 21.219 9.349 -0.7 0.4 -0.6
H 29.045 19.476 10.659 -0.6 0.0 -0.1
H 27.585 20.201 12.379 0.7 0.4 1.1
H 27.134 18.565 11.878 -0.3 -0.7 0.4
H 24.894 18.404 12.171 0.3 0.5 -0.2
H 23.946 19.849 11.844 -0.8 0.5 0.0
H 25.128 19.822 13.259 -0.7 -0.3 -0.7
H 27.915 18.618 8.518 0.3 0.2 0.6
H 26.569 18.844 9.304 -1.4 0.0 -0.1
C 30.213 21.516 18.243 -1.8 0.5 0.0
C 29.568 20.996 19.549 0.3 -0.2 -1.3
C 29.400 22.183 20.504 0.4 -0.8 -0.6
O 30.699 22.574 20.887 0.1 0.3 0.6
C 30.676 23.729 21.709 -1.3 1.3 -1.7
N 28.266 20.343 19.283 0.1 0.6 1.4
H 31.071 22.048 18.597 0.6 0.7 -0.4
H 29.448 22.199 17.777 1.0 -0.3 0.4
H 30.531 20.828 17.458 -0.2 -0.3 0.5
H 30.378 20.421 20.036 -0.6 -0.6 0.1
H 28.809 21.877 21.346 -0.3 -0.3 0.9
H 28.902 23.022 20.062 -0.4 0.6 -0.6
H 30.094 23.606 22.613 0.3 -0.4 0.6
H 30.135 24.602 21.197 0.6 -1.1 0.2
H 31.687 24.058 21.829 0.6 0.0 0.6
H 27.895 19.934 20.141 0.1 0.3 0.2
H 28.244 19.560 18.665 1.0 -0.4 -0.7
C 23.252 15.400 14.627 -0.2 0.3 0.1
C 24.502 15.401 15.476 2.0 -1.6 -0.8
O 24.781 14.000 15.700 0.9 -0.3 0.6
H 23.382 14.741 13.712 -0.2 0.8 1.2
H 23.049 16.438 14.317 -0.2 -0.4 -0.1
H 22.427 15.061 15.290 0.3 0.1 -0.8
H 24.489 15.872 16.451 -0.7 0.6 0.1
H 25.404 15.803 14.938 -0.8 0.1 0.2
H 25.567 13.845 16.295 -1.3 0.6 -0.6
C 34.387 19.223 18.726 -1.2 -0.2 0.1
C 33.113 20.090 18.682 0.2 0.7 0.7
O 33.366 21.183 19.656 1.7 -1.8 -1.7
H 34.501 18.759 19.703 0.0 -0.2 -0.1
H 35.138 19.934 18.612 1.6 1.4 0.2
H 34.637 18.541 17.912 -1.0 -0.3 0.1
H 32.168 19.573 18.950 0.7 0.2 -0.1
H 32.988 20.567 17.696 -0.1 -0.4 0.3
H 32.583 21.460 20.070 -1.9 0.5 0.8
C 25.606 16.965 20.117 -1.1 0.7 -0.6
C 25.642 18.196 20.983 1.3 -0.4 0.2
O 25.269 17.887 22.293 -0.9 -0.6 1.4
H 26.277 16.169 20.417 0.0 -0.1 0.2
H 25.903 17.330 19.110 -0.3 -0.5 0.3
H 24.540 16.662 20.132 0.8 -0.4 -0.3
H 25.054 18.958 20.514 -0.5 0.6 0.0
H 26.680 18.487 21.057 0.4 0.7 -0.3
H 24.782 18.567 22.788 0.5 0.1 -0.9



No. 2
15
Properties=species:S:1:pos:R:3:forces:R:3 method="wB97M-V/def2-TZVPD" e_lumo_ev=0.83 e_above_lowest_kcal_mol=13.3 multiplicity=1 smiles="CCCNC=S" homo_lumo_gap_ev=9.145
C -1.233 1.231 0.019 0.7 1.1 -1.4
C -1.254 -0.215 -0.354 -1.9 -2.0 -1.1
C -0.111 -1.069 0.193 -0.1 1.0 -0.1
N 1.133 -0.589 -0.385 0.4 0.6 0.8
C 2.130 -0.083 0.366 -0.3 -0.3 0.6
S 3.614 0.286 -0.182 0.3 0.4 -0.1
H -2.093 1.835 -0.381 0.8 -0.7 0.5
H -1.124 1.340 1.059 -0.5 0.2 1.6
H -0.292 1.672 -0.325 -0.2 0.2 -0.4
H -1.335 -0.354 -1.472 0.1 0.2 1.0
H -2.194 -0.641 0.074 0.5 0.1 -0.5
H -0.149 -2.156 0.044 -0.6 0.3 -0.1
H -0.152 -0.871 1.273 0.7 -0.2 -0.1
H 1.180 -0.414 -1.388 0.1 -0.4 0.4
H 1.879 0.029 1.458 0.1 -0.3 -1.1



No. 3
21
Properties=species:S:1:pos:R:3:forces:R:3 method="wB97M-V/def2-TZVPD" e_lumo_ev=-0.14 e_above_lowest_kcal_mol=0.0 multiplicity=1 smiles="O=COCCN(C(=O)O)P(=O)(O)O" homo_lumo_gap_ev=10.372
O 2.145 -1.774 0.509 -1.1 -2.2 -0.5
C 2.600 -0.697 0.476 1.1 1.3 1.1
O 2.158 0.335 -0.262 0.5 -0.3 -0.4
C 1.350 -0.042 -1.368 -1.1 0.7 -1.1
C -0.153 0.381 -1.146 1.6 0.4 0.7
N -0.412 0.504 0.320 -0.8 -1.5 -1.4
C -0.888 1.841 0.641 1.3 -1.1 0.8
O -1.945 2.220 0.339 -2.5 1.3 -1.0
O -0.005 2.571 1.296 0.7 -0.3 0.4
P -1.453 -0.690 0.940 -0.6 0.2 2.2
O -1.601 -0.436 2.355 0.0 0.4 1.0
O -2.939 -0.647 0.266 1.8 -0.6 -1.0
O -0.847 -2.164 0.704 -0.6 1.1 -1.5
H 3.460 -0.461 1.123 -0.1 0.7 -0.3
H 1.695 0.569 -2.210 0.1 -0.1 0.2
H 1.459 -1.080 -1.684 0.1 -0.1 0.6
H -0.851 -0.288 -1.659 0.1 0.1 0.0
H -0.241 1.383 -1.574 -0.3 -0.2 -0.1
H 0.667 1.942 1.605 0.2 0.3 0.0
H -2.830 -0.883 -0.671 -0.7 0.3 0.0
H -1.367 -2.585 0.002 0.4 -0.4 0.2